DFT (ωB97M-V/def2-TZVPD) results for a single C7H16BrNO2Si molecule.

The geometry in XYZ format:
```
28
Properties=species:S:1:pos:R:3:forces:R:3:nbo_charge:R:1
C -0.37898 1.52796 2.42808 -0.283 -0.690 0.172 -0.53
C -0.99623 0.04700 2.28107 0.095 1.828 3.377 -0.07
C -1.21757 2.63164 1.97152 -1.097 0.318 -0.412 0.04
C -1.37097 2.95604 0.52837 1.174 0.233 0.556 -0.71
C 0.33492 -2.04128 -3.27047 0.875 1.487 0.451 -1.11
C 2.05288 -0.00179 -1.47863 -1.653 1.612 -0.354 -1.13
C 1.14033 -2.81325 -0.26438 -1.111 2.169 -0.839 -1.10
N -1.35832 -0.33101 0.07049 1.054 -0.369 0.071 0.21
O -0.53263 -0.58895 1.19271 0.920 -1.341 -2.917 -0.41
O -0.59392 -0.55237 -1.02630 -2.801 0.910 1.180 -0.72
Si 0.70865 -1.39283 -1.50190 2.841 -0.080 -0.571 1.82
Br -2.63037 3.24475 3.09602 0.381 -0.220 -0.096 0.02
H -0.18366 1.68926 3.46951 0.296 -0.085 0.703 0.22
H 0.57148 1.59568 1.89429 0.079 -0.322 -0.046 0.23
H -0.61406 -0.52396 3.25375 -1.289 0.860 -2.182 0.20
H -2.08659 0.18734 2.15951 0.281 -0.420 0.785 0.20
H -0.75201 2.25100 0.00832 -0.393 -1.051 -0.666 0.23
H -0.74418 3.81668 0.29222 -0.668 0.956 0.045 0.23
H -2.40226 3.02437 0.19439 0.197 0.065 -0.268 0.24
H 1.03754 -1.73289 -4.08363 -0.197 -0.475 0.916 0.25
H 0.21209 -3.08697 -3.19795 0.153 -1.373 -0.245 0.23
H -0.60958 -1.66273 -3.59465 -0.848 0.426 -0.067 0.25
H 2.97020 -0.54310 -1.68931 0.544 0.616 -0.062 0.23
H 1.84137 0.95878 -2.17954 0.618 -2.605 1.175 0.24
H 2.04075 0.47576 -0.45394 0.319 -0.851 -0.845 0.23
H 0.18709 -2.88537 0.25852 0.123 -0.702 0.201 0.25
H 1.45595 -3.66825 -0.78511 -0.049 -1.425 -0.667 0.23
H 1.91808 -2.58151 0.42704 0.436 0.528 0.605 0.24
```
Positions in Å, forces in eV/Å.

## Properties
Frontier orbital gap (alpha / beta), eV: 7.74 / 9.06
Charge: 0
Energy above the lowest of the compared OMol25 structures with the same formula, charge and spin, kcal/mol: 31.84

DFT (ωB97M-V/def2-TZVPD) results for 3 unconnected molecules or ions with the total composition C7H16BrNO4Si.

The geometry in XYZ format:
```
30
Properties=species:S:1:pos:R:3:forces:R:3:nbo_charge:R:1
C -0.34717 0.03306 -2.82777 -0.450 -0.674 1.483 0.91
C 2.02828 0.48537 1.00611 -0.899 0.164 0.514 -0.68
C 3.81236 2.21632 0.98323 6.412 6.837 6.578 -0.31
C -0.06801 -2.60825 0.11156 -0.036 2.238 -0.293 -0.24
C -4.15620 -1.54629 -1.51236 -1.321 -1.238 0.261 -0.25
C -2.29582 0.84627 1.58598 -0.621 1.784 1.061 -0.28
C 3.01338 1.37535 0.39118 -7.207 -7.564 -6.552 -0.15
N -0.79651 -0.20096 -1.76081 -0.746 -0.318 0.570 -1.01
O 0.17893 0.18858 -3.82115 1.376 0.778 -3.116 -0.50
O -1.41581 -2.10399 0.03922 -0.757 1.976 -1.005 -0.92
O -3.41079 -0.56957 -0.86384 -1.495 0.734 -0.383 -0.89
O -1.46305 0.63660 0.45373 -0.328 -0.666 1.078 -0.90
Si -1.88398 -0.59388 -0.53058 3.468 -1.222 0.777 2.42
Br -0.46922 3.46783 -1.50639 0.249 0.962 -0.802 -0.22
H 1.53786 0.90944 1.88091 -0.028 0.480 0.366 0.20
H 1.17857 0.25960 0.32110 0.889 -0.200 0.274 0.23
H 2.45759 -0.43692 1.44384 0.077 -0.230 -0.302 0.21
H 4.56907 2.85658 0.61029 0.388 0.192 -0.972 0.18
H -0.72021 2.43662 -0.62465 -0.251 -1.040 0.855 0.21
H 3.73430 2.36499 2.05082 -0.137 -0.096 0.238 0.15
H -0.28748 -3.39300 0.72243 0.466 -2.784 1.482 0.19
H 0.62771 -1.93549 0.68961 -0.665 -0.409 -0.947 0.18
H 0.32941 -2.92142 -0.86525 -0.127 0.303 0.338 0.18
H -5.12016 -1.68428 -1.03251 0.220 -0.488 1.278 0.18
H -3.59855 -2.47539 -1.59113 -0.191 -0.178 -0.006 0.19
H -4.63388 -1.31416 -2.43969 0.998 1.007 -1.429 0.19
H -3.18163 1.34233 1.16543 -0.100 -0.050 0.641 0.19
H -1.80894 1.56980 2.30924 -0.327 -0.818 -0.966 0.19
H -2.64466 -0.00989 2.20922 0.627 0.023 -0.863 0.19
H 3.04734 1.13388 -0.66476 0.516 0.494 -0.160 0.17
```
Positions in Å, forces in eV/Å.

## Properties
<S²>: 2.006
Frontier orbital gap (alpha / beta), eV: 5.56 / 8.63
Multiplicity: 3
Charge: 0

DFT (ωB97M-V/def2-TZVPD) results for 2 unconnected molecules or ions with the total composition C7H16BrPS.

The geometry in XYZ format:
```
26
Properties=species:S:1:pos:R:3:forces:R:3:nbo_charge:R:1
C 2.62743 1.49495 -1.39259 -0.084 -0.104 0.130 -0.63
C 1.11540 1.33124 -1.53158 -0.199 -0.225 0.275 -0.30
C 0.78175 0.20256 -2.50263 0.029 0.118 0.246 -0.63
C 0.49825 2.64413 -2.01252 -0.105 -0.048 0.121 -0.63
P 0.44467 1.10902 0.24073 -0.049 0.215 -0.650 0.64
S -1.59408 0.64625 -0.08998 0.023 0.233 0.187 -0.30
Br 1.27128 -0.89223 0.73566 0.143 -0.240 0.103 -0.23
H 3.10639 0.55897 -1.10948 0.023 -0.024 0.037 0.22
H 3.05202 1.81725 -2.34039 0.042 0.061 -0.156 0.21
H 2.86383 2.24800 -0.64217 0.113 0.082 0.069 0.21
H 1.13232 -0.76147 -2.13777 0.009 -0.052 0.026 0.22
H 1.27384 0.39675 -3.45272 0.076 0.042 -0.175 0.21
H -0.28780 0.14648 -2.69182 -0.095 -0.023 -0.023 0.21
H 0.89947 2.90394 -2.99132 0.082 0.019 -0.074 0.22
H -0.58486 2.56300 -2.10253 -0.018 0.017 -0.002 0.22
H 0.72718 3.45489 -1.32109 0.007 0.131 -0.001 0.22
H -1.40985 -0.47685 -0.78603 0.017 -0.173 -0.174 0.14
C -1.35073 -0.99235 3.51318 -0.062 0.237 0.051 -0.41
C -2.05400 -1.73812 2.68369 -0.108 -0.296 -0.086 -0.16
C -1.93492 -3.22381 2.57577 0.004 0.111 -0.004 -0.65
H -1.45999 0.07939 3.54728 -0.041 0.185 -0.045 0.20
H -0.63255 -1.42191 4.19115 0.163 -0.163 0.145 0.19
H -2.76550 -1.28505 2.00379 0.000 0.183 0.013 0.19
H -2.91739 -3.68953 2.65290 -0.006 -0.111 -0.004 0.21
H -1.51332 -3.49397 1.60641 -0.013 -0.088 -0.067 0.21
H -1.28884 -3.62152 3.35405 0.048 -0.087 0.059 0.21
```
Positions in Å, forces in eV/Å.

## Properties
Frontier orbital gap, eV: 9.58
Charge: 0
Energy above the lowest of the compared OMol25 structures with the same formula, charge and spin, kcal/mol: 0.00

DFT (ωB97M-V/def2-TZVPD) results for a single C7H16ClO3PSi molecule.

The geometry in XYZ format:
```
29
Properties=species:S:1:pos:R:3:forces:R:3:nbo_charge:R:1
C 1.54482 0.30859 -2.54286 -0.424 0.092 1.176 -0.63
C 0.14727 0.97309 -3.03292 0.131 -1.095 0.031 -0.52
C -0.74305 1.47823 -1.79856 1.740 3.343 1.737 0.81
O -0.31184 2.44751 -1.12588 -1.627 -3.296 -2.358 -0.56
O -2.00612 0.94166 -1.44134 2.632 -0.316 -0.606 -0.55
C -1.90056 -0.40824 -0.90449 -1.893 -1.172 -0.331 -0.08
C -2.52393 -0.42390 0.57083 -0.312 -0.765 -0.398 -0.95
Si -1.25314 -0.54579 1.99375 -1.584 0.343 2.041 1.54
O -1.70793 0.64914 3.19676 1.311 -0.876 -1.996 -1.06
Cl -1.58676 -2.44253 2.95602 0.241 1.031 -0.550 -0.42
P 0.79985 -0.27467 1.26105 1.170 0.396 -0.744 0.20
C 1.78290 0.98710 2.26997 -0.131 1.063 0.140 -0.90
C 1.71900 -1.91253 1.02855 0.050 -0.801 0.139 -0.90
H 1.39809 0.05286 -1.43762 0.408 0.269 -1.401 0.22
H 1.77796 -0.67673 -3.07499 -0.288 1.627 0.472 0.22
H 2.42025 1.04919 -2.57999 -1.361 -1.183 -0.166 0.22
H -0.42091 0.15014 -3.57488 0.574 1.300 0.413 0.22
H 0.44264 1.83448 -3.73542 -1.084 -1.192 1.199 0.25
H -0.86722 -0.87570 -0.99546 -1.124 0.945 0.294 0.20
H -2.59704 -1.06024 -1.55523 1.114 0.978 0.889 0.19
H -3.19407 0.47508 0.79819 1.041 -1.086 -0.670 0.28
H -3.21251 -1.34599 0.62474 1.034 1.339 0.068 0.26
H -1.30487 1.49376 2.89956 -0.471 -0.445 0.445 0.49
H 1.25597 1.25547 3.24993 1.045 -0.613 -1.166 0.24
H 2.86530 0.66803 2.40311 -1.487 0.232 0.097 0.25
H 1.80499 1.95765 1.65194 -0.041 -1.517 0.824 0.25
H 1.06107 -2.75696 1.44485 1.141 1.114 -0.612 0.25
H 1.86596 -2.06950 -0.10267 -0.147 0.206 1.800 0.23
H 2.74389 -1.92921 1.55306 -1.659 0.080 -0.768 0.25
```
Positions in Å, forces in eV/Å.

## Properties
Frontier orbital gap, eV: 8.68
Charge: 0

DFT (ωB97M-V/def2-TZVPD) results for a molecular structure, C7H16F7N3O13S5Sn.

The geometry in XYZ format:
```
52
Properties=species:S:1:pos:R:3:forces:R:3:nbo_charge:R:1
Sn 1.42482 1.73695 0.47859 1.023 -1.481 0.607 1.72
N 3.68801 3.18354 -0.22835 -0.824 -2.974 -2.552 -1.30
S 4.44971 4.41428 0.27914 1.915 5.634 4.858 2.48
O 3.85047 5.69923 -0.02212 0.397 -2.031 0.049 -0.88
O 5.87035 4.27368 0.31467 -0.232 -0.185 -1.325 -0.88
F 4.18938 4.22414 1.86238 -1.077 -0.140 -0.595 -0.51
S 4.52992 2.87538 -1.63202 0.789 -1.523 -4.698 2.42
O 5.44216 1.76475 -1.69989 -1.094 0.983 1.618 -0.85
O 4.86157 4.01598 -2.45233 -0.389 -0.313 1.961 -0.87
F 3.29364 2.30425 -2.50296 -0.642 -0.219 1.074 -0.52
N 1.81333 0.56735 3.03856 -0.633 4.181 1.240 -1.24
S 1.61877 1.58558 4.40163 -0.089 3.476 0.169 2.41
O 2.78414 2.07546 5.04868 0.256 -0.716 -1.091 -0.84
O 0.50333 1.33885 5.23862 -0.497 -1.130 -0.374 -0.87
F 1.08810 2.85182 3.54419 0.286 -0.309 -0.734 -0.53
S 1.89466 -0.75244 3.82282 1.094 -8.192 -0.620 2.45
O 0.66276 -1.39213 4.20957 0.292 1.215 -0.578 -0.90
O 3.00563 -1.00523 4.67189 0.012 1.579 0.734 -0.87
F 2.39295 -1.61609 2.53898 -0.811 0.475 -0.060 -0.52
C -1.05650 -0.42136 1.89471 -0.129 -2.578 -1.063 -0.29
O -1.12607 0.49286 0.80090 -0.224 1.897 1.023 -0.62
C -2.38192 1.23114 0.76066 1.918 0.927 -0.498 -0.08
C -3.29747 0.60947 -0.28129 -0.002 -0.358 0.935 -0.27
N -2.45227 0.14375 -1.43449 -1.945 0.638 0.424 -0.53
H -1.76362 0.85316 -1.68667 -0.534 0.439 -0.308 0.41
H -1.75346 -0.56785 -1.12518 -0.096 -0.699 0.305 0.48
C -3.16485 -0.36503 -2.65620 0.274 0.501 -0.441 -0.25
C -4.08213 -1.54503 -2.46499 -0.504 -1.379 0.090 -0.10
O -3.38448 -2.64974 -1.91744 -1.196 0.708 0.151 -0.54
C -2.51078 -3.36060 -2.76928 0.878 -0.348 0.007 -0.28
H -1.70100 -1.24149 1.55355 -0.251 -0.118 0.675 0.19
H -1.30517 -0.13319 2.91519 0.056 0.808 -0.274 0.23
H -0.08034 -0.90513 1.86449 0.062 0.436 0.122 0.23
H -2.03157 2.22404 0.46402 -0.422 0.198 -0.300 0.18
H -2.77421 1.38623 1.76374 -0.422 -0.477 -0.083 0.23
H -4.12231 1.26137 -0.56394 0.329 0.296 -0.399 0.23
H -3.79524 -0.20470 0.24738 0.235 -0.639 -0.708 0.24
H -2.34032 -0.68710 -3.29381 -0.100 0.093 -0.236 0.24
H -3.68361 0.47415 -3.11856 0.014 0.002 -0.062 0.22
H -4.59332 -1.87052 -3.37895 0.829 0.424 -0.767 0.21
H -5.02139 -1.39117 -1.92525 0.582 0.437 1.020 0.21
H -2.70841 -4.42595 -2.64719 0.226 0.033 0.347 0.20
H -1.50887 -3.07316 -2.44533 0.066 -0.566 -0.295 0.20
H -2.55773 -3.21902 -3.85431 -0.570 0.690 0.078 0.18
C 1.15403 -3.45553 -0.64677 0.225 0.220 0.703 0.77
F 1.22971 -3.57493 0.67574 0.151 0.724 -0.049 -0.30
F 2.31658 -3.84021 -1.17229 -0.610 0.258 0.015 -0.29
F 0.17606 -4.27041 -1.01401 -0.126 0.066 -0.758 -0.31
S 0.78521 -1.67371 -1.27546 0.348 -0.148 -1.313 2.30
O -0.65078 -1.38393 -0.99115 2.591 -1.749 -0.116 -1.02
O 1.67668 -0.77232 -0.50671 -0.551 0.687 0.444 -1.05
O 1.14585 -1.78940 -2.68318 -0.881 0.249 1.649 -0.91
```
Positions in Å, forces in eV/Å.

## Properties
Frontier orbital gap, eV: 7.05
Charge: 0
Energy above the lowest of the compared OMol25 structures with the same formula, charge and spin, kcal/mol: 31.01

DFT (ωB97M-V/def2-TZVPD) results for 2 unconnected molecules or ions with the total composition C7H16IP.

The geometry in XYZ format:
```
25
Properties=species:S:1:pos:R:3:forces:R:3:nbo_charge:R:1
C 1.33661 -2.15130 -0.93783 -1.768 0.308 -1.238 -0.70
C -0.79225 -2.90587 0.27935 -1.163 -0.233 -0.677 -0.71
C 1.36574 1.49270 -0.36914 -0.441 0.101 0.734 -0.62
C -0.84139 2.78861 -0.33207 0.471 1.370 -1.306 -0.62
C -0.32746 1.32474 1.46714 2.398 -1.470 -0.778 -0.60
C 0.35451 -2.03226 0.17632 1.355 3.352 2.254 -0.05
C -0.15347 1.49804 -0.06576 0.811 -0.262 2.530 -0.38
P -0.91744 0.08549 -1.03238 0.322 -1.211 1.296 0.40
I -3.27284 -0.06184 -0.10490 0.834 0.072 -0.277 -0.18
H 1.23581 -1.25161 -1.55656 0.479 -0.222 -0.050 0.23
H 2.36605 -2.30681 -0.77253 1.125 -0.278 0.803 0.23
H 0.94092 -2.94082 -1.57242 0.293 -0.280 -0.309 0.21
H -0.49493 -3.94761 0.45793 -0.184 0.080 0.699 0.22
H -1.27848 -2.95354 -0.69681 -0.158 -0.041 -0.105 0.22
H -1.52353 -2.43278 0.95434 0.211 -0.909 0.113 0.24
H 1.82022 2.48043 -0.52255 -0.192 -0.108 0.761 0.23
H 1.96667 0.79198 0.23873 -0.361 0.694 0.181 0.22
H 1.42484 1.08570 -1.31202 0.550 -1.015 -2.638 0.20
H -0.50850 3.30240 -1.25600 -0.430 -0.523 0.068 0.21
H -0.63015 3.52556 0.44744 -0.209 -0.190 0.163 0.21
H -1.88016 2.52190 -0.37170 -0.771 0.740 -0.048 0.22
H -1.29746 1.33238 1.79957 -2.543 0.037 0.548 0.21
H 0.12445 0.38461 1.77340 -0.174 -0.395 -0.008 0.20
H 0.21744 2.02535 2.06466 0.435 1.060 -0.065 0.21
H 0.76479 -1.65544 1.24379 -0.888 -0.678 -2.651 0.20
```
Positions in Å, forces in eV/Å.

## Properties
Frontier orbital gap (alpha / beta), eV: 7.74 / 7.32
Charge: 0
Energy above the lowest of the compared OMol25 structures with the same formula, charge and spin, kcal/mol: 36.30